No. 1
Here is a structure of composition C18H35As2BeNS2 from OMol25. Energies are from ωB97M-V/def2-TZVPD.

**Total energy**: -6043.6875 hartree
**LUMO energy**: -0.2534 hartree
**Kohn-Sham gap**: 6.72 eV
**Charge**: +2
**Maximum force**: 3.33 eV/A

Geometry as XYZ:
```
59
C18H35As2BeNS2 | OMol25 | ωB97M-V/def2-TZVPD
Be -0.8722 0.7631 -1.1353
S 0.8504 0.6241 -2.4084
S -0.3897 1.5197 1.0088
C 2.1711 1.8738 -1.9226
C 0.0076 1.7813 -3.6050
C -0.8332 2.8139 -2.8671
N -1.5843 2.1845 -1.7267
C -1.8991 3.1538 -0.5925
C -1.9377 2.4293 0.7600
H -0.5123 1.1429 -4.3328
H 0.8843 2.2291 -4.1013
H -1.5125 3.3727 -3.5231
H -0.1380 3.5564 -2.4755
H -2.8176 3.7021 -0.8373
H -1.0962 3.8883 -0.5414
H -2.7580 1.7136 0.9068
H -1.9505 3.1359 1.5998
C 0.6671 2.9940 1.4610
H -2.4889 1.8619 -2.0836
H 1.0092 3.5304 0.5640
H 1.5427 2.6585 2.0370
H 0.0543 3.6476 2.1005
H 3.0288 1.3418 -1.4879
H 1.8320 2.6637 -1.2341
H 2.4726 2.3085 -2.8850
C -2.8135 -0.2324 -2.0043
C -2.6308 -1.5869 -1.8435
H -2.2780 0.3205 -2.8014
H -3.7226 0.2197 -1.5940
H -1.8992 -2.1509 -2.4337
H -3.3866 -2.2258 -1.3208
C -1.1283 -3.4050 0.2828
As -1.0390 -1.4457 0.3476
C -2.5996 -1.1087 1.4870
C 0.1787 -1.6560 1.9358
C -0.3320 -2.1490 3.1309
C 0.5187 -2.3563 4.2243
C 1.8932 -2.1580 4.0840
C 2.4299 -1.7646 2.8420
C 1.5719 -1.4925 1.7713
As 2.2836 -0.8503 0.0342
C 4.2077 -0.6827 0.4187
C 2.1816 -2.5091 -1.0178
H -1.6128 -3.6867 -0.6521
H -1.6988 -3.7119 1.1618
H -0.0994 -3.7661 0.3521
H -2.8091 -2.0115 2.0683
H -2.4084 -0.2523 2.1444
H -3.4404 -0.9030 0.8170
H -1.3849 -2.3944 3.2302
H 0.0914 -2.6782 5.1740
H 2.5620 -2.3204 4.9382
H 3.5126 -1.6718 2.7085
H 4.6995 -0.3565 -0.5047
H 4.3197 0.0866 1.1915
H 4.6096 -1.6411 0.7552
H 2.6831 -3.3072 -0.4559
H 1.1192 -2.7333 -1.1799
H 2.6916 -2.3089 -1.9699
```


No. 2
Here is a cluster of 2 separate species, C2H2ClNO2 in total from OMol25. Energies are from ωB97M-V/def2-TZVPD.

**Total energy**: -742.6637 hartree
**LUMO energy**: 0.0003 hartree
**SMILES string**: [O-][N+]#CCl.C=O
**Relative energy (zero: lowest compared OMol25 entry of this formula, charge and spin)**: 108.47 kcal/mol
**Kohn-Sham gap**: 9.90 eV
**Charge**: 0
**Maximum force**: 3.65 eV/A

Geometry as XYZ:
```
8
C2H2ClNO2 | OMol25 | ωB97M-V/def2-TZVPD
O 0.4780 2.7083 -0.0020
N -0.0898 1.9239 0.7616
C -0.7178 0.9813 1.1279
Cl -1.2171 -0.1104 2.1917
C 0.3942 -1.3260 -1.1313
O -0.6097 -1.9287 -0.8969
H 1.2735 -2.0360 -1.1187
H 0.4887 -0.2124 -0.9322
```


No. 3
Here is a structure of composition C26H40F16N2O34S8Zr from OMol25. Energies are from ωB97M-V/def2-TZVPD.

**Spin multiplicity**: 2
**Total energy**: -8512.5822 hartree
**<S²>**: 0.755
**LUMO energy (spin up / spin down)**: 0.0141 / 0.0211 hartree
**Kohn-Sham gap (spin up / spin down)**: 3.89 / 7.23 eV
**Charge**: -1
**Maximum force**: 10.99 eV/A

Geometry as XYZ:
```
127
C26H40F16N2O34S8Zr | OMol25 | ωB97M-V/def2-TZVPD
Zr 18.7488 5.8600 1.3786
N 18.0263 6.7514 -0.3207
S 17.5247 6.4482 -1.7281
O 18.4368 6.7194 -2.8313
O 16.1129 6.3734 -2.0006
F 17.8595 4.8912 -1.4498
S 17.7403 8.4873 -0.7055
O 16.3929 9.0134 -0.8683
O 18.9450 9.2735 -1.1283
F 17.9679 8.7040 0.9204
N 17.3395 4.4066 1.4602
S 17.1897 2.8567 1.7413
O 17.0158 1.9327 0.6418
O 16.8146 2.3846 3.1274
F 18.8264 2.8818 1.9670
S 15.6462 4.3289 0.9562
O 14.7154 4.0095 2.0227
O 15.2852 4.0331 -0.4069
F 15.5231 5.9643 1.0177
O 20.3325 7.3762 1.6898
C 21.0837 7.2052 2.8550
C 20.7123 5.8615 3.7403
O 19.6008 5.1498 3.2360
H 22.1419 7.3578 2.6424
H 20.9822 8.1159 3.4453
H 20.5514 6.2676 4.7389
H 21.5433 5.1565 3.7157
C 15.4445 4.7722 5.9465
C 16.0358 5.3609 4.6770
O 16.5320 6.6977 4.9902
C 16.9520 7.4244 4.0070
O 17.2088 6.8987 2.9116
C 17.0180 9.0299 4.3170
F 16.9758 9.3245 5.6824
F 18.1491 9.4344 3.8758
F 16.0351 9.5940 3.7292
H 16.1684 4.7366 6.7606
H 15.2129 3.7255 5.7493
H 14.6306 5.3246 6.4161
H 15.2013 5.5332 3.9972
H 16.7958 4.6353 4.3872
C 19.7250 12.0373 -1.6903
C 18.5208 12.5528 -2.3517
O 18.8460 13.6011 -3.2811
C 18.0993 14.0527 -4.3577
O 16.9693 13.5682 -4.5807
C 18.8521 15.1003 -5.2861
F 19.9810 15.5241 -4.7649
F 19.1290 14.5202 -6.4576
F 18.1306 16.1712 -5.5895
H 19.4229 11.7895 -0.6727
H 20.4535 12.8346 -1.5426
H 20.2055 11.1910 -2.1811
H 17.8179 12.8678 -1.5804
H 17.9582 11.7692 -2.8591
C 23.7830 2.8702 1.7577
C 22.5599 3.7077 1.4434
O 22.2618 3.5078 0.0474
C 21.0328 3.8435 -0.4481
O 20.1117 4.5146 0.1756
C 20.7379 3.2230 -1.8050
F 20.6920 4.0762 -2.8902
F 21.6358 2.2541 -2.0320
F 19.4923 2.7855 -1.7267
H 23.9916 2.8055 2.8256
H 24.6004 3.2841 1.1673
H 23.5307 1.8551 1.4513
H 22.6950 4.7778 1.6006
H 21.6665 3.3561 1.9594
C 25.6127 9.0773 0.8120
C 25.4921 8.4481 -0.5869
O 24.1725 8.6129 -1.0724
C 23.3023 7.6144 -0.8850
O 23.5206 6.5752 -0.1958
C 22.0961 7.8822 -1.7980
F 22.3696 7.6549 -3.1042
F 21.1808 6.9479 -1.4681
F 21.6062 9.1699 -1.6098
H 25.3160 10.1258 0.8399
H 26.5823 8.9053 1.2792
H 24.8096 8.6419 1.4066
H 25.8732 7.4283 -0.6406
H 26.2537 8.9808 -1.1564
C 14.2311 11.7338 -3.7330
C 14.7898 10.3902 -3.4885
O 14.4762 9.7726 -4.7735
S 13.0399 10.2360 -5.4470
O 11.9378 9.3092 -5.1374
O 13.2446 10.6893 -6.7892
O 12.9927 11.5863 -4.4287
H 14.8911 12.3289 -4.3641
H 14.0579 12.3155 -2.8276
H 14.2908 9.8585 -2.6783
H 15.8508 10.4151 -3.2399
C 17.8491 9.9685 -7.2437
C 18.0511 11.2399 -6.4192
O 19.1457 10.9638 -5.6025
S 19.0132 9.3866 -5.0071
O 17.9867 9.3415 -3.9201
O 20.3113 8.8382 -4.6754
O 18.3360 8.9022 -6.4541
H 18.4594 9.9261 -8.1459
H 16.8437 9.8607 -7.6507
H 17.2197 11.5039 -5.7657
H 18.3756 12.0987 -7.0068
C 16.0664 0.6614 -3.5065
C 15.4079 1.6055 -2.4420
O 15.8203 2.9631 -2.7493
S 16.7730 2.9939 -4.1408
O 17.9296 3.8933 -4.0022
O 15.8054 3.1407 -5.2183
O 17.1592 1.4101 -3.9847
H 15.3300 0.5562 -4.3032
H 16.3086 -0.3360 -3.1397
H 15.7391 1.4828 -1.4109
H 14.3202 1.5674 -2.5011
C 11.2600 4.8104 -1.8401
C 12.0634 4.4183 -0.5814
O 12.6785 5.5886 -0.1169
S 12.3386 6.9377 -0.9607
O 13.5670 7.7181 -1.2277
O 11.1201 7.5985 -0.5715
O 11.9793 5.9523 -2.2743
H 10.2431 5.1295 -1.6120
H 11.3137 4.0365 -2.6058
H 12.7954 3.6631 -0.8677
H 11.4372 4.0118 0.2128
```


No. 4
Here is an isolated molecule of C4H7N3 from OMol25. Energies are from ωB97M-V/def2-TZVPD.

**Total energy**: -320.7417 hartree
**LUMO energy**: 0.0170 hartree
**Relative energy (zero: lowest compared OMol25 entry of this formula, charge and spin)**: 88.85 kcal/mol
**Kohn-Sham gap**: 8.25 eV
**Charge**: 0
**Maximum force**: 1.00 eV/A

Geometry as XYZ:
```
14
C4H7N3 | OMol25 | ωB97M-V/def2-TZVPD
C 2.0011 -0.3752 -0.9706
C 0.9590 -0.0601 0.0935
N -0.3940 -0.1740 -0.4637
C -1.4992 -0.1626 0.2612
N -1.6392 0.2792 1.5261
C -2.8891 0.4385 0.7192
N -4.0074 0.8008 0.5742
H 1.9591 0.3447 -1.7944
H 1.8567 -1.3819 -1.3790
H 3.0044 -0.3353 -0.5375
H 1.1141 0.9491 0.4912
H 1.0469 -0.7657 0.9298
H -0.4787 -0.5517 -1.3977
H -1.0335 0.9943 1.9477
```


No. 5
Here is a structure of composition C22H27Cl5F11N5O6S3SeTeW from OMol25. Energies are from ωB97M-V/def2-TZVPD.

**Total energy**: -8909.8182 hartree
**LUMO energy**: -0.2758 hartree
**Relative energy (zero: lowest compared OMol25 entry of this formula, charge and spin)**: 18.77 kcal/mol
**Kohn-Sham gap**: 6.36 eV
**Charge**: +2
**Maximum force**: 1.63 eV/A

Geometry as XYZ:
```
82
C22H27Cl5F11N5O6S3SeTeW | OMol25 | ωB97M-V/def2-TZVPD
W -0.0924 0.3861 -1.3353
Cl 2.9436 1.6507 -0.4101
C 2.3523 0.4301 0.6686
C 1.1977 -0.3197 0.3732
C 0.8463 -1.2792 1.3276
Cl -0.4433 -2.4107 1.0945
C 1.5442 -1.4285 2.5327
Cl 1.0031 -2.5390 3.7301
C 2.6693 -0.6605 2.7902
Cl 3.5115 -0.8197 4.2745
C 3.0985 0.2535 1.8300
Cl 4.5098 1.1756 2.1244
F 3.9484 -1.1005 -3.7477
C 3.0066 -0.6366 -4.5501
F 3.5182 -0.2693 -5.7002
F 2.0830 -1.5808 -4.7409
S 2.1901 0.8091 -3.7393
O 1.7216 0.1254 -2.4825
O 3.1460 1.8372 -3.5790
N 1.0273 1.1533 -4.7147
S -0.4919 0.9209 -4.4952
O -0.6775 -0.0555 -3.3511
O -1.3079 2.0730 -4.4840
C -1.0208 -0.1056 -5.9851
F -1.2582 -1.3563 -5.6065
F -2.1212 0.4244 -6.4642
F -0.0654 -0.0897 -6.8849
F -1.7109 1.4384 -1.6201
Te 0.2452 3.4586 0.2989
F 0.4420 2.0451 -2.1401
F -0.9455 3.8224 1.7077
F -1.3054 3.8814 -0.7169
F 1.3037 2.9248 1.8714
O -0.1302 1.6088 0.1813
Se -0.6035 -2.8415 -2.9378
N 0.5411 -1.8921 -1.9011
C 1.5398 -2.7093 -1.5628
C 2.8085 -2.3774 -0.9940
C 3.6837 -3.3731 -0.7111
C 3.3941 -4.7590 -0.9536
C 2.2545 -5.1187 -1.5770
C 1.3157 -4.0968 -1.9386
N 0.2296 -4.3467 -2.6353
H 3.1036 -1.3512 -0.8721
H 4.6588 -3.1102 -0.3217
H 4.1269 -5.5048 -0.6794
H 2.0274 -6.1415 -1.8424
C -3.9615 -4.1925 -1.4998
C -3.2320 -3.5424 -0.3321
C -3.6437 -2.0899 -0.1139
S -3.0365 -1.0184 -1.4289
O -1.5778 -0.7111 -0.8473
C -4.1265 0.4061 -1.2776
C -4.1796 1.1408 0.0484
C -5.2839 2.1943 0.0049
H -3.6911 -5.2432 -1.5849
H -3.7096 -3.7098 -2.4486
H -5.0434 -4.1364 -1.3711
H -2.1530 -3.6085 -0.4781
H -3.4455 -4.0725 0.5983
H -3.2832 -1.6534 0.8182
H -4.7302 -1.9808 -0.1678
H -5.0788 -0.0845 -1.5257
H -3.8640 1.0608 -2.1055
H -3.2116 1.6148 0.1998
H -4.3544 0.4424 0.8691
H -5.1053 2.9129 -0.7949
H -5.3201 2.7446 0.9437
H -6.2628 1.7403 -0.1538
N 0.1063 1.7334 5.6001
C -0.4756 2.2078 4.2809
C -0.6667 1.0282 3.3102
N -1.9600 0.8930 2.6756
H 0.2466 2.5104 6.2493
H 1.0146 1.2858 5.4510
H -0.5024 1.0486 6.0529
H 0.2311 2.9364 3.8885
H -1.4133 2.7101 4.5095
H -0.4269 0.0847 3.8167
H 0.0761 1.1382 2.5250
H -2.1823 1.7013 2.1106
H -2.7145 0.7125 3.3255
```